Here is a molecular structure, C8H15Br3FO5STl in a non-equilibrium geometry from the OMol25 dataset. Energies are from wB97M-V/def2-TZVPD.

Structure (ORCA input):
```
! RIJCOSX wB97M-V def2-TZVPD def2/J DEFGRID3
* xyz 2 1
Tl 19.706 -13.020 -5.994
Br 15.400 -11.049 -10.195
Br 15.518 -13.384 -12.423
Br 17.004 -10.479 -12.864
S 19.874 -16.252 -8.994
F 18.334 -12.365 -8.491
O 14.811 -14.884 -5.946
O 20.817 -17.372 -9.069
O 16.962 -14.377 -6.090
O 18.697 -16.416 -10.086
O 19.201 -15.962 -7.722
C 13.561 -14.274 -6.319
C 17.752 -15.368 -10.289
C 16.497 -11.873 -11.558
C 16.429 -16.009 -10.217
C 15.842 -14.213 -6.516
C 13.913 -13.699 -7.752
C 20.593 -14.735 -9.762
C 15.389 -13.285 -7.625
H 15.608 -15.302 -10.333
H 21.456 -14.547 -9.123
H 15.919 -13.435 -8.566
H 17.387 -12.333 -11.129
H 16.383 -16.853 -10.905
H 15.582 -12.268 -7.284
H 16.385 -16.463 -9.227
H 13.857 -14.418 -8.570
H 21.016 -15.023 -10.725
H 17.786 -14.574 -9.544
H 19.911 -13.892 -9.659
H 13.321 -12.822 -8.014
H 12.791 -15.034 -6.451
H 17.904 -14.934 -11.277
H 13.237 -13.536 -5.585
*
```

Its HOMO-LUMO gap is 2.8 eV. The value obtained for the HOMO energy is -16.682 eV. Its relative energy (zero: lowest compared OMol25 entry of this formula, charge and spin) is 14.41 kJ/mol.

These are the Mulliken partial charges, in e, on atoms 1 to 6: atom 1 (Tl): 0.927, atom 2 (Br): 0.308, atom 3 (Br): 0.161, atom 4 (Br): 0.223, atom 5 (S): 1.087, atom 6 (F): -0.481

Here is 2 unconnected molecules or ions with the total composition C21H39BN3O6 in a non-equilibrium geometry from the OMol25 dataset. Energies are from wB97M-V/def2-TZVPD.

Structure (ORCA input):
```
! RIJCOSX wB97M-V def2-TZVPD def2/J DEFGRID3
* xyz 0 2
O 0.704 1.028 4.351
O 1.584 -2.925 -1.137
O -4.118 0.372 -0.233
O -2.415 1.757 -1.070
O -2.188 -0.214 1.394
O -3.287 -1.966 0.024
N 0.146 3.026 3.027
N -4.262 2.828 0.146
N 2.489 -1.994 -1.583
C -6.260 2.155 1.945
C -3.506 1.697 -0.410
C -1.094 3.302 3.817
C 1.254 4.009 3.318
C -3.411 4.000 0.523
C -2.718 -3.870 1.652
C 3.668 -2.732 -2.140
C 4.147 -3.883 -1.209
C -3.785 -2.744 1.181
C 4.888 -1.775 -2.211
C 0.418 -0.576 -1.939
C 1.502 -1.720 -3.900
C -5.229 2.436 1.181
C -2.110 3.672 1.408
C -2.429 3.071 2.884
C 1.304 0.870 1.950
C 1.770 -1.076 -2.521
C 2.742 -2.362 -4.510
C 3.387 -3.340 -3.536
C 2.582 0.230 -2.711
C 0.668 1.651 3.240
B -3.189 -0.547 0.393
H -1.583 4.698 1.600
H -3.138 4.551 -0.468
H -2.101 -3.540 2.587
H 1.105 -0.971 -4.594
H -2.685 -0.273 2.260
H 1.787 4.289 2.317
H 3.420 -4.697 -1.137
H 5.011 -1.317 -3.195
H -0.026 0.191 -2.582
H 2.727 -4.210 -3.435
H -1.305 3.035 0.858
H 4.819 -0.978 -1.465
H 4.320 -3.717 -3.973
H 0.723 -2.488 -3.806
H 0.886 4.997 3.772
H 3.458 -1.593 -4.816
H -7.205 1.860 2.531
H 0.552 -0.135 -0.945
H 2.104 0.125 2.307
H 2.865 0.663 -1.747
H 3.487 0.101 -3.305
H 2.461 -2.893 -5.428
H 1.994 3.473 4.030
H 1.848 1.649 1.271
H 0.503 0.379 1.287
H -3.378 3.518 3.372
H 5.067 -4.334 -1.594
H -1.246 2.624 4.735
H 1.991 0.984 -3.242
H -4.088 -2.025 2.051
H -1.163 4.398 4.215
H -4.106 4.744 1.096
H 5.829 -2.295 -2.008
H -3.186 -4.913 1.826
H -4.768 -3.268 0.854
H -2.532 1.917 2.789
H 4.355 -3.515 -0.199
H -0.326 -1.374 -1.861
H -1.945 -3.974 0.792
*
```

Its HOMO-LUMO gap (alpha / beta) is 9.4 / 9.3 eV. The value obtained for the HOMO energy (alpha / beta) is -8.836 / -9.234 eV. Its relative energy (zero: lowest compared OMol25 entry of this formula, charge and spin) is 485.41 kJ/mol. The expectation value of S² is 0.755.

These are the Mulliken partial charges, in e, on atoms 1 to 6: atom 1 (O): -0.578, atom 2 (O): -0.536, atom 3 (O): -0.449, atom 4 (O): -0.517, atom 5 (O): -0.227, atom 6 (O): -0.436